Record 1
A molecular structure, C24H26N8OPtSe2. Source: the OMol25 dataset; level of theory: the ωB97M-V functional and the def2-TZVPD basis.

Element x y z (Å)
Pt (-1.330, -1.786, -2.007)
C (4.217, -1.526, -1.152)
N (2.918, -1.701, -1.802)
C (1.734, -1.880, -1.229)
N (0.805, -1.936, -2.179)
C (1.502, -1.768, -3.342)
N (2.782, -1.631, -3.137)
C (4.406, -0.105, -0.664)
C (5.402, 0.707, -1.192)
C (5.580, 1.997, -0.706)
C (4.758, 2.494, 0.290)
C (3.739, 1.689, 0.801)
C (3.578, 0.390, 0.331)
C (2.826, 2.194, 1.808)
N (2.857, 3.316, 2.459)
N (1.765, 3.348, 3.260)
C (1.108, 2.245, 3.065)
O (1.731, 1.469, 2.145)
C (-0.154, 1.819, 3.640)
C (-0.866, 2.673, 4.477)
C (-2.092, 2.266, 4.976)
C (-2.612, 1.025, 4.641)
C (-1.898, 0.163, 3.815)
C (-2.472, -1.205, 3.508)
N (-1.942, -1.800, 2.288)
C (-1.995, -1.336, 1.041)
N (-1.389, -2.200, 0.234)
C (-0.987, -3.205, 1.065)
N (-1.299, -2.978, 2.313)
C (-0.665, 0.560, 3.322)
H (4.978, -1.792, -1.880)
H (4.268, -2.223, -0.316)
H (1.565, -1.998, -0.172)
H (1.062, -1.800, -4.325)
H (6.045, 0.328, -1.977)
H (6.366, 2.617, -1.113)
H (4.888, 3.493, 0.683)
H (2.801, -0.229, 0.763)
H (-0.452, 3.642, 4.720)
H (-2.653, 2.924, 5.625)
H (-3.577, 0.720, 5.028)
H (-3.557, -1.145, 3.425)
H (-2.238, -1.905, 4.309)
H (-2.435, -0.396, 0.753)
H (-0.469, -4.095, 0.747)
H (-0.080, -0.100, 2.694)
C (-4.947, -1.639, -1.582)
Se (-3.562, -2.072, -2.871)
C (-3.654, -0.418, -3.935)
C (-3.239, 0.835, -3.204)
Se (-1.402, 0.815, -2.500)
C (-0.433, 0.985, -4.176)
H (-5.894, -1.600, -2.117)
H (-4.738, -0.690, -1.098)
H (-4.979, -2.435, -0.843)
H (-4.693, -0.329, -4.258)
H (-3.046, -0.597, -4.820)
H (-3.876, 1.038, -2.345)
H (-3.304, 1.698, -3.868)
H (-0.626, 1.974, -4.585)
H (-0.751, 0.214, -4.872)
H (0.627, 0.883, -3.956)

Force components x, y, z for each atom (eV/Å):
Pt 0.807 0.871 -0.106
C 0.293 0.349 0.206
N -0.438 -0.260 0.165
C 0.208 -0.114 -0.046
N -0.895 0.573 0.570
C 0.082 -0.105 0.051
N 0.062 0.043 -0.186
C 0.029 -0.048 -0.122
C -0.039 -0.097 0.003
C 0.040 0.041 0.003
C -0.048 -0.039 0.039
C 0.020 -0.270 -0.190
C 0.024 0.101 0.006
C -0.270 0.773 0.607
N 0.744 -0.349 -0.711
N -0.957 -0.287 0.505
C 0.734 0.747 -0.116
O -0.128 -0.510 -0.137
C -0.257 -0.247 0.007
C 0.101 -0.046 -0.061
C -0.035 0.031 0.051
C -0.020 -0.092 -0.046
C 0.016 0.011 -0.118
C -0.056 0.249 0.365
N -0.012 0.113 -0.378
C 0.052 -0.067 0.197
N -0.177 -0.346 -0.760
C 0.016 0.072 0.048
N 0.062 -0.188 0.109
C 0.021 0.092 0.031
H -0.061 -0.081 -0.043
H -0.041 -0.081 -0.064
H 0.024 0.073 -0.007
H -0.011 0.046 0.015
H 0.022 0.024 0.015
H -0.004 -0.001 0.018
H -0.003 0.015 -0.034
H 0.021 0.000 0.044
H -0.022 0.010 0.003
H 0.008 -0.004 -0.002
H 0.002 0.030 0.014
H 0.002 -0.049 -0.015
H 0.010 -0.092 -0.080
H -0.024 0.005 0.083
H -0.008 0.012 -0.047
H 0.006 -0.004 -0.001
C -0.074 0.013 0.081
Se 0.284 0.556 0.495
C -0.174 0.019 -0.032
C 0.050 0.051 0.069
Se -0.083 -1.607 -0.379
C -0.046 0.168 -0.136
H 0.008 -0.013 -0.007
H 0.007 0.011 -0.014
H 0.051 -0.048 -0.049
H 0.013 -0.036 -0.045
H 0.010 -0.089 0.016
H 0.029 0.025 0.024
H 0.023 0.015 0.004
H 0.011 0.017 0.038
H 0.006 0.010 -0.006
H -0.013 0.005 0.057

The calculation puts the orbital gap (alpha / beta) at 4.69 / 4.57 eV. The net charge is +2. The energy is -173202.3925 eV. The largest force on an atom is 1.65 eV Å⁻¹. Its energy above the lowest of the compared OMol25 structures with the same formula, charge and spin is 0.0 kJ/mol.


Record 2
A molecular structure, C24H27BrClN2O4SZr. Source: the OMol25 dataset; level of theory: the ωB97M-V functional and the def2-TZVPD basis.

Element x y z (Å)
Zr (-0.873, 1.194, 0.594)
Br (-2.322, -0.878, -5.943)
C (-1.900, -0.310, -4.191)
C (-0.580, -0.187, -3.803)
C (-0.331, 0.228, -2.510)
N (-1.295, 0.521, -1.635)
C (-2.572, 0.400, -2.027)
C (-2.916, -0.018, -3.299)
H (0.235, -0.395, -4.480)
H (0.687, 0.338, -2.156)
H (-3.321, 0.650, -1.283)
H (-3.954, -0.107, -3.582)
O (-1.893, 2.189, 2.226)
S (-3.060, 2.430, 1.261)
O (-4.122, 3.216, 1.803)
O (-2.349, 2.999, 0.065)
O (-3.414, 1.040, 0.840)
C (1.411, 0.931, 3.615)
C (2.227, -0.209, 3.000)
C (2.978, 0.202, 1.729)
C (1.421, -1.477, 2.777)
C (1.806, -2.602, 3.490)
C (1.198, -3.832, 3.315)
C (0.190, -3.927, 2.372)
C (-0.251, -2.832, 1.642)
C (-1.314, -3.115, 0.592)
C (-0.796, -2.802, -0.815)
C (-2.675, -2.479, 0.882)
C (0.338, -1.542, 1.850)
N (-0.091, -0.412, 1.201)
H (2.041, 1.812, 3.766)
H (1.015, 0.623, 4.585)
H (0.567, 1.215, 2.989)
H (2.992, -0.470, 3.741)
H (2.277, 0.346, 0.909)
H (3.687, -0.580, 1.447)
H (3.535, 1.130, 1.889)
H (2.625, -2.511, 4.198)
H (1.515, -4.698, 3.882)
H (-0.280, -4.889, 2.194)
H (-1.480, -4.197, 0.629)
H (-0.439, -1.778, -0.852)
H (-1.585, -2.932, -1.562)
H (0.036, -3.461, -1.069)
H (-2.633, -1.397, 0.884)
H (-3.038, -2.792, 1.862)
H (-3.409, -2.795, 0.134)
Cl (2.120, 2.394, -5.453)
C (1.793, 2.564, -3.744)
C (2.674, 2.032, -2.818)
C (2.388, 2.137, -1.465)
C (1.224, 2.768, -0.996)
C (0.839, 2.761, 0.417)
C (0.372, 3.326, -1.973)
C (0.648, 3.225, -3.324)
H (3.574, 1.534, -3.153)
H (3.078, 1.710, -0.745)
H (0.292, 3.660, 0.710)
H (1.680, 2.586, 1.085)
H (-0.537, 3.817, -1.643)
H (-0.031, 3.643, -4.056)

Force components x, y, z for each atom (eV/Å):
Zr 0.425 -0.521 0.099
Br 0.018 0.014 0.032
C -0.031 0.006 0.050
C -0.014 -0.033 -0.074
C 0.108 0.015 0.151
N -0.326 -0.025 -0.117
C 0.093 0.053 0.060
C -0.063 -0.021 -0.099
H 0.016 0.010 0.017
H 0.011 -0.019 -0.026
H 0.001 0.004 -0.014
H -0.001 0.004 0.025
O -0.033 -0.025 0.100
S -0.237 0.130 -0.018
O 0.060 0.007 -0.012
O -0.173 0.161 -0.063
O 0.173 -0.120 -0.085
C 0.056 -0.033 0.011
C -0.047 0.070 0.008
C -0.061 -0.068 0.058
C -0.120 0.140 -0.131
C 0.086 -0.074 0.045
C -0.006 0.009 -0.025
C 0.002 -0.044 0.121
C 0.032 0.316 -0.150
C -0.051 -0.038 -0.027
C -0.048 0.014 0.060
C 0.082 -0.080 0.011
C 0.152 -0.532 0.193
N -0.268 0.239 -0.162
H -0.010 0.015 0.004
H -0.030 0.024 0.000
H 0.077 0.007 0.111
H -0.006 -0.002 0.003
H 0.031 0.001 0.003
H 0.008 0.001 -0.021
H 0.004 0.013 -0.005
H -0.003 0.027 0.001
H 0.001 -0.001 0.004
H -0.004 0.022 -0.016
H 0.030 0.007 -0.002
H 0.017 0.019 -0.026
H 0.008 -0.006 -0.015
H -0.004 -0.003 -0.013
H -0.003 0.240 -0.006
H -0.002 0.006 0.009
H 0.018 0.009 -0.009
Cl 0.005 -0.004 -0.039
C -0.021 0.011 0.080
C -0.005 0.004 -0.021
C 0.051 -0.024 0.037
C -0.139 0.076 -0.187
C 0.108 -0.049 0.115
C 0.095 -0.015 0.100
C -0.001 0.014 -0.053
H 0.001 0.000 -0.002
H -0.016 0.017 -0.027
H 0.002 0.021 -0.033
H -0.039 0.004 -0.007
H -0.008 0.004 -0.023
H -0.001 0.003 -0.004

The calculation puts the orbital gap at 6.63 eV. The net charge is -1. The energy is -131182.8999 eV. The largest force on an atom is 0.68 eV Å⁻¹. Its energy above the lowest of the compared OMol25 structures with the same formula, charge and spin is 2.9 kJ/mol.


Record 3
A molecular structure, C24H27Cl2O3P2Zr. Source: the OMol25 dataset; level of theory: the ωB97M-V functional and the def2-TZVPD basis.

Element x y z (Å)
C (-0.128, -3.835, -3.728)
C (-0.190, -2.878, -2.620)
H (-1.135, -4.137, -4.014)
H (0.451, -4.706, -3.408)
H (0.382, -3.404, -4.596)
O (-1.127, -2.290, -2.096)
Cl (1.459, -2.580, -1.858)
Zr (0.493, -1.071, 0.117)
P (0.109, 1.195, -1.081)
C (-1.258, 2.399, -1.199)
C (1.512, 2.362, -0.940)
H (0.905, -0.124, -2.967)
H (0.272, 1.456, -3.504)
H (-0.854, 0.169, -3.048)
C (0.116, 0.621, -2.814)
H (2.462, 1.816, -0.935)
H (1.512, 3.075, -1.775)
H (-0.998, 3.185, -1.927)
H (-1.429, 2.877, -0.222)
H (1.428, 2.928, -0.002)
H (-2.175, 1.900, -1.543)
C (-1.774, -0.605, 0.152)
O (-2.913, -0.389, 0.057)
Cl (2.859, -0.671, 0.299)
O (0.383, -0.757, 2.116)
P (0.314, -0.045, 3.520)
C (1.840, 0.877, 3.750)
C (2.363, 1.600, 2.664)
C (3.642, 2.149, 2.725)
C (4.378, 2.058, 3.910)
C (3.810, 1.470, 5.046)
C (2.533, 0.903, 4.980)
C (-1.153, 0.973, 3.601)
C (-2.409, 0.369, 3.700)
C (-3.549, 1.152, 3.865)
C (-3.450, 2.544, 3.873)
C (-2.215, 3.150, 3.636)
C (-1.063, 2.372, 3.498)
C (0.200, -1.267, 4.830)
C (0.641, -2.583, 4.610)
C (0.611, -3.515, 5.652)
C (0.181, -3.139, 6.928)
C (-0.242, -1.825, 7.161)
C (-0.246, -0.893, 6.117)
H (1.787, 1.726, 1.744)
H (4.088, 2.611, 1.836)
H (5.406, 2.420, 3.934)
H (4.394, 1.417, 5.968)
H (2.086, 0.483, 5.883)
H (-2.503, -0.712, 3.673)
H (-4.522, 0.682, 3.980)
H (-4.349, 3.155, 3.997)
H (-2.159, 4.235, 3.544)
H (-0.105, 2.862, 3.337)
H (1.000, -2.873, 3.621)
H (0.932, -4.540, 5.457)
H (0.173, -3.874, 7.738)
H (-0.575, -1.516, 8.153)
H (-0.605, 0.126, 6.296)

Force components x, y, z for each atom (eV/Å):
C -0.177 -0.268 -0.128
C -2.383 0.809 0.797
H -0.014 0.097 0.040
H 0.007 0.031 -0.060
H 0.073 0.096 0.096
O 2.692 -0.976 -0.515
Cl 0.015 -0.128 0.158
Zr 2.952 -0.349 2.719
P 0.439 2.720 -1.768
C -0.824 -0.266 0.785
C 0.597 -0.291 0.397
H -0.074 0.243 -0.228
H 0.072 0.017 0.281
H 0.141 0.052 0.029
C 0.149 -0.769 -0.078
H -0.176 0.194 -0.010
H -0.239 -0.277 0.102
H 0.198 -0.452 0.208
H -0.081 -0.137 -0.315
H -0.029 -0.147 -0.256
H 0.174 0.239 0.189
C -7.087 1.102 -0.471
O 5.574 -0.955 0.570
Cl -1.580 -0.147 -0.499
O -0.396 -0.862 -3.094
P 0.047 0.672 2.678
C 0.020 0.659 -0.113
C 0.309 -0.101 -0.084
C -0.070 -0.002 0.009
C -0.118 -0.297 -0.027
C -0.067 0.042 -0.256
C 0.038 -0.227 -0.171
C 0.235 0.440 -0.796
C -0.336 -0.022 0.221
C 0.064 -0.039 -0.079
C 0.031 0.013 -0.297
C 0.034 0.012 -0.099
C -0.185 0.119 0.196
C -0.014 -0.474 0.049
C -0.106 0.098 0.143
C 0.069 0.045 -0.199
C -0.026 0.181 -0.180
C 0.082 0.131 -0.322
C -0.080 0.044 -0.151
H 0.152 -0.256 0.229
H -0.251 -0.052 0.433
H -0.323 -0.003 0.071
H -0.355 0.084 -0.248
H 0.226 -0.119 -0.349
H 0.006 0.006 0.220
H 0.176 0.023 0.013
H 0.386 -0.233 0.018
H 0.072 -0.294 0.148
H -0.110 -0.111 0.168
H -0.053 -0.044 0.313
H -0.091 0.344 0.124
H -0.003 0.296 -0.298
H 0.083 -0.123 -0.317
H 0.132 -0.385 0.001

The calculation puts the orbital gap at 4.87 eV. The net charge is +3. The energy is -76348.2390 eV. The largest force on an atom is 7.19 eV Å⁻¹.


Record 4
A molecular structure, C24H27CoNOSi. Source: the OMol25 dataset; level of theory: the ωB97M-V functional and the def2-TZVPD basis.

Element x y z (Å)
C (1.212, 2.136, 1.196)
C (0.161, 2.153, 0.237)
C (-1.087, 2.145, 0.918)
H (0.284, 2.291, -0.827)
C (-0.831, 2.109, 2.314)
C (0.604, 2.094, 2.490)
H (1.161, 2.067, 3.423)
H (2.282, 2.124, 0.985)
H (-2.065, 2.172, 0.448)
H (-1.601, 2.071, 3.082)
Co (0.039, 0.451, 1.562)
C (-1.193, -2.097, -3.110)
H (-2.149, -1.798, -2.645)
H (-1.500, -2.516, -4.086)
H (-0.477, -1.331, -3.588)
Si (-0.206, -0.781, -1.909)
C (1.630, -0.498, -1.998)
C (2.384, 0.692, -1.949)
H (1.981, 1.619, -1.541)
C (3.666, 0.719, -2.508)
H (4.234, 1.656, -2.532)
C (4.211, -0.449, -3.054)
H (5.195, -0.431, -3.513)
C (3.522, -1.666, -2.976)
H (3.938, -2.590, -3.382)
C (2.261, -1.698, -2.380)
H (1.718, -2.647, -2.294)
C (-1.212, 0.723, -2.237)
C (-0.750, 1.397, -3.381)
H (0.252, 1.195, -3.785)
C (-1.632, 2.214, -4.095)
H (-1.292, 2.659, -5.032)
C (-2.929, 2.426, -3.617)
H (-3.601, 3.090, -4.163)
C (-3.359, 1.811, -2.435)
H (-4.371, 1.984, -2.060)
C (-2.503, 0.958, -1.730)
H (-2.857, 0.430, -0.837)
H (-0.373, -1.483, -0.543)
H (-0.668, -2.891, -2.552)
O (0.435, -1.546, 1.572)
C (0.063, -2.489, 2.610)
C (-0.247, -1.733, 3.866)
C (-0.350, -2.419, 5.089)
C (-0.601, -1.694, 6.250)
C (-0.734, -0.311, 6.153)
C (-0.599, 0.300, 4.906)
N (-0.360, -0.400, 3.775)
H (0.721, -2.013, 0.755)
H (0.930, -3.142, 2.750)
H (-0.815, -3.061, 2.277)
H (-0.236, -3.502, 5.046)
H (-0.692, -2.206, 7.213)
H (-0.921, 0.316, 7.022)
H (-0.675, 1.387, 4.818)

Force components x, y, z for each atom (eV/Å):
C -0.108 0.109 0.164
C 0.205 0.511 -0.423
C -0.103 0.062 0.084
H -0.114 -0.133 0.175
C 0.274 0.963 0.177
C 0.130 1.346 0.523
H -0.198 0.084 -0.132
H -0.398 0.078 0.096
H 0.304 0.057 0.189
H 0.258 0.108 -0.231
Co -0.422 -1.776 -0.026
C 0.240 -1.266 -2.635
H 0.594 0.404 -0.118
H -0.633 -0.931 -0.433
H -1.442 -1.364 -0.632
Si 1.621 3.145 5.964
C -0.171 -0.473 0.191
C 0.283 0.095 -0.818
H -0.062 -0.406 -0.213
C -0.157 -0.305 0.167
H -0.197 -0.409 0.063
C 0.027 -0.196 0.041
H -0.124 0.064 -0.001
C -0.049 0.013 0.414
H 0.083 0.334 0.170
C 0.500 0.425 -0.698
H 0.174 0.242 -0.205
C 0.553 -0.375 0.276
C -0.873 -0.015 -0.544
H -0.372 0.153 0.215
C 0.199 -0.015 0.222
H -0.194 0.053 0.287
C 0.072 0.109 -0.002
H 0.141 -0.241 0.137
C 0.195 -0.060 0.192
H 0.320 0.008 -0.163
C -0.355 -0.012 -0.775
H 0.206 0.256 -0.364
H -0.421 0.314 -0.929
H -0.320 0.094 -0.582
O 0.224 -1.164 -0.044
C 0.387 0.494 -1.108
C 0.063 0.747 1.136
C -0.058 0.281 -0.643
C -0.031 -0.349 -0.136
C 0.123 0.250 -0.346
C 0.079 -0.646 -0.139
N -0.132 -0.681 0.539
H -0.322 0.416 0.739
H -0.295 -0.169 0.239
H 0.208 -0.004 0.106
H -0.036 0.217 0.395
H 0.043 0.229 -0.361
H 0.023 -0.214 -0.096
H 0.055 -0.455 -0.104

Its spin multiplicity is 4. The calculation puts the orbital gap (alpha / beta) at 4.11 / 6.28 eV. The net charge is 0. The energy is -74361.1292 eV. The largest force on an atom is 6.93 eV Å⁻¹. Its energy above the lowest of the compared OMol25 structures with the same formula, charge and spin is 117.2 kJ/mol.